2 unconnected molecules or ions with the total composition C3H10NO3, computed with ωB97M-V with the def2-TZVPD basis set.

Positions of all 17 atoms, in Å:
C (1.7027, -1.3047, 0.2484)
C (1.6875, 1.2192, 0.2338)
C (-0.3418, -0.0027, -0.0644)
N (0.9736, -0.0595, 0.1729)
O (-1.0058, -1.0925, -0.3287)
O (-0.8188, 1.2247, -0.0315)
O (-3.3380, -0.0353, -0.6179)
H (1.5802, -1.9859, -0.6494)
H (2.7508, -1.1758, 0.2050)
H (1.4639, -1.8709, 1.1979)
H (1.1555, 1.8586, 0.9616)
H (2.6463, 1.0184, 0.6743)
H (1.5529, 1.6031, -0.6770)
H (-3.8746, -0.4484, -1.3345)
H (-1.9087, -1.0549, -0.5726)
H (-1.7940, 1.3358, -0.2800)
H (-3.8149, -0.2467, 0.1483)

Atomic forces in eV per Å
C -0.872 -2.625 -0.154
C -1.063 -1.226 4.494
C 1.379 0.138 -0.018
N -1.996 -0.458 -0.321
O 3.491 -0.312 0.923
O -1.931 -0.279 -0.588
O 0.301 -0.321 -2.543
H -0.642 0.808 1.021
H 1.046 0.877 0.350
H 0.143 0.595 -1.139
H 0.367 -0.142 -0.359
H 0.623 0.184 -0.618
H 0.659 2.029 -3.517
H 0.447 0.690 0.429
H -2.234 1.074 -0.319
H 1.515 -0.706 0.316
H -1.233 -0.326 2.044

Computed properties:
- E: -10899.10822 eV
- Spin multiplicity: 1
- Total charge: +1
- Relative energy (zero: lowest compared OMol25 entry of this formula, charge and spin): 31.3 kcal per mole
- Frontier orbital gap: 11.3083 eV